(A)
Computed, not measured: C4H2F3N3O2 in the gas phase, with ωB97M-V with the def2-TZVPD basis set.

The frontier orbital gap is 9.370 eV. As for the lowest unoccupied orbital energy: -0.968 eV. For the HOMO energy, the calculation gives -10.34 eV. The SMILES is [H]/N=c1/cnn(C(=O)C(F)(F)F)o1.

Geometry as ORCA input:
```
! wB97M-V def2-TZVPD RIJCOSX def2/J DEFGRID3
* xyz 0 1
C 1.427 -1.190 -0.571
C 2.171 -0.249 0.231
C -1.263 1.142 -0.110
C -2.475 0.147 0.081
N -0.121 0.521 -0.133
N 3.318 -0.445 0.664
N 0.213 -0.784 -0.805
O -1.488 2.293 -0.151
O 1.356 0.879 0.355
F -2.497 -0.650 1.113
F -3.621 0.805 0.040
F -2.388 -0.495 -1.066
H 1.587 -2.142 -0.962
H 3.782 0.168 1.315
*
```



(B)
Computed, not measured: C4H2F3N3O2 in the gas phase, with ωB97M-V with the def2-TZVPD basis set.

The frontier orbital gap is 8.746 eV. As for the lowest unoccupied orbital energy: -0.715 eV. For the HOMO energy, the calculation gives -9.46 eV.

Geometry as ORCA input:
```
! wB97M-V def2-TZVPD RIJCOSX def2/J DEFGRID3
* xyz 0 1
C 0.163 -0.704 0.614
C 0.217 0.640 -0.074
C 3.535 0.009 0.673
C 4.794 -0.104 -0.198
N 1.833 1.513 1.508
N -0.666 0.915 -0.939
N 2.737 0.839 1.057
O 0.859 -1.160 1.472
O 0.732 1.703 0.722
F 4.479 -0.342 -1.524
F 5.559 0.969 -0.206
F 5.566 -1.146 0.123
H -0.831 -1.266 0.262
H -0.741 1.844 -1.222
*
```



How do the energies compare? Relative to the most stable structure, in kJ/mol: (A) 0.0; (B) 129.9.



(A)
Computed, not measured: 8 unconnected molecules or ions with the total composition C9H34O8, with ωB97M-V with the def2-TZVPD basis set.

The frontier orbital gap is 10.107 eV. As for the lowest unoccupied orbital energy: 0.277 eV. For the HOMO energy, the calculation gives -9.83 eV. The SMILES is CC(C)O.CC(C)O.CC(C)O.O.O.O.O.O.

Geometry as ORCA input:
```
! wB97M-V def2-TZVPD RIJCOSX def2/J DEFGRID3
* xyz 0 1
O 0.357 1.611 26.170
H 1.208 1.857 25.808
H 0.479 1.649 27.118
O -1.775 6.125 31.320
H -0.958 5.813 30.931
H -1.497 6.663 32.062
O -3.358 3.566 29.190
H -2.478 3.863 28.959
H -3.494 3.888 30.081
O 0.881 1.679 29.065
H 1.789 1.563 29.347
H 0.435 0.886 29.361
O -0.737 3.776 29.211
H -0.127 4.483 29.420
H -0.190 2.993 29.164
C 2.447 4.584 30.186
C 1.994 6.078 29.857
C 2.466 6.593 28.494
O 0.472 6.145 29.860
H 3.529 4.528 30.307
H 2.168 3.926 29.363
H 2.008 4.130 31.075
H 2.355 6.832 30.556
H 1.958 7.521 28.233
H 2.134 5.946 27.681
H 3.544 6.748 28.468
H 0.170 7.055 29.806
C -0.112 3.064 32.619
C -0.884 2.273 33.716
C 0.103 1.977 34.868
O -1.891 3.132 34.169
H -0.677 3.469 31.781
H 0.478 2.272 32.158
H 0.533 3.804 33.094
H -1.313 1.333 33.368
H 0.529 2.857 35.349
H 0.976 1.398 34.567
H -0.312 1.310 35.625
H -2.126 2.736 35.011
C -2.775 -1.386 29.887
C -2.000 -0.130 29.472
C -2.005 0.784 30.631
O -0.768 -0.672 29.143
H -2.866 -2.012 29.000
H -3.778 -1.059 30.164
H -2.321 -2.014 30.654
H -2.460 0.347 28.606
H -3.020 1.059 30.918
H -1.494 1.697 30.327
H -1.402 0.311 31.406
H -0.833 -1.347 28.463
*
```



(B)
Computed, not measured: 8 unconnected molecules or ions with the total composition C9H34O8, with ωB97M-V with the def2-TZVPD basis set.

The frontier orbital gap is 10.096 eV. As for the lowest unoccupied orbital energy: 0.392 eV. For the HOMO energy, the calculation gives -9.70 eV. The SMILES is CCO.CO.CO.CO.CO.CO.CO.CO.

Geometry as ORCA input:
```
! wB97M-V def2-TZVPD RIJCOSX def2/J DEFGRID3
* xyz 0 1
C 6.251 -14.062 0.549
O 7.154 -13.956 1.657
H 5.241 -13.661 0.628
H 6.705 -13.947 -0.436
H 6.026 -15.126 0.622
H 8.003 -13.813 1.234
C 5.117 -12.452 7.315
O 4.422 -11.578 6.374
H 5.448 -11.891 8.189
H 4.616 -13.374 7.610
H 6.160 -12.559 7.019
H 5.110 -11.125 5.880
C 1.924 -16.130 1.684
O 2.217 -14.748 1.772
H 2.229 -16.623 2.607
H 0.892 -16.250 1.354
H 2.553 -16.538 0.893
H 1.880 -14.422 2.610
C 5.167 -19.861 2.578
O 4.177 -18.906 3.041
H 6.079 -19.385 2.219
H 5.365 -20.689 3.259
H 4.718 -20.367 1.723
H 4.648 -18.069 3.028
C 1.525 -12.454 4.429
O 2.482 -13.391 4.805
H 0.718 -12.463 5.161
H 1.882 -11.445 4.637
H 0.983 -12.521 3.486
H 3.105 -12.929 5.370
C 7.953 -18.184 6.098
O 8.353 -16.948 5.546
H 8.736 -18.723 6.630
H 7.042 -18.234 6.694
H 7.860 -18.952 5.330
H 7.623 -16.645 5.001
C 1.451 -15.651 8.113
O 0.988 -15.049 6.896
H 0.591 -15.882 8.741
H 1.892 -16.618 7.874
H 2.084 -14.983 8.697
H 1.734 -14.667 6.428
C 5.193 -15.606 5.913
C 5.267 -15.313 4.415
O 6.470 -15.780 3.885
H 5.064 -16.688 5.955
H 4.234 -15.319 6.344
H 5.986 -15.151 6.506
H 5.294 -14.244 4.203
H 4.375 -15.633 3.877
H 6.776 -15.175 3.205
*
```



How do the energies compare? Relative to the most stable structure, in kJ/mol: (A) 0.0; (B) 400.0.



(A)
Computed, not measured: 11 unconnected molecules or ions with the total composition C6H34NO11, with ωB97M-V with the def2-TZVPD basis set.

The frontier orbital gap is 9.318 eV. As for the lowest unoccupied orbital energy: 2.730 eV. For the HOMO energy, the calculation gives -6.59 eV.

Geometry as ORCA input:
```
! wB97M-V def2-TZVPD RIJCOSX def2/J DEFGRID3
* xyz -1 1
C -1.566 0.041 1.210
N -0.160 0.318 1.627
C 0.471 -0.884 2.258
C 1.970 -0.616 2.438
O 2.632 -1.864 2.652
C -2.263 1.367 0.943
C -2.785 1.225 -1.549
C -1.956 1.945 -0.458
H -1.598 -0.601 0.248
H -2.097 -0.497 2.016
H 0.359 0.638 0.820
H -0.038 -1.155 3.147
H 0.284 -1.767 1.635
H 2.410 -0.099 1.559
H 2.215 -0.061 3.344
H -3.441 1.183 1.050
H -1.925 2.132 1.728
H -2.471 1.561 -2.515
H -2.662 0.122 -1.534
H -3.839 1.435 -1.449
H -0.835 1.803 -0.700
H -2.191 3.055 -0.457
H 0.331 3.903 0.726
H 0.874 3.084 1.875
O 1.105 3.518 1.028
H -0.424 -2.685 -0.111
H -1.846 -3.245 -0.219
O -1.106 -3.212 0.419
H 1.009 1.526 -3.438
H 1.427 2.144 -2.217
O 1.431 2.266 -3.159
H 1.572 -2.778 -0.071
H 1.014 -0.980 -0.576
O 0.751 -1.810 -0.899
H -0.754 -1.877 -1.659
H -1.378 -1.183 -2.871
O -1.636 -1.802 -2.144
H 0.140 0.002 -2.268
H 0.758 -0.841 -3.421
O 0.106 -0.063 -3.267
H -0.181 1.629 2.845
H -0.716 2.021 4.216
O -0.208 2.377 3.523
H 1.295 -4.015 0.862
H 2.405 -2.486 1.904
O 2.002 -3.420 0.599
H 1.474 2.258 -0.006
H 2.587 1.264 -0.596
O 1.651 1.467 -0.611
H 2.715 -2.039 -3.051
H 1.299 -2.161 -2.258
O 1.789 -2.140 -3.169
*
```



(B)
Computed, not measured: 11 unconnected molecules or ions with the total composition C6H34NO11, with ωB97M-V with the def2-TZVPD basis set.

The frontier orbital gap is 8.763 eV. As for the lowest unoccupied orbital energy: 2.710 eV. For the HOMO energy, the calculation gives -6.05 eV.

Geometry as ORCA input:
```
! wB97M-V def2-TZVPD RIJCOSX def2/J DEFGRID3
* xyz -1 1
C 0.751 -1.058 1.653
N 1.154 0.348 1.326
C 2.540 0.688 1.355
C 2.585 2.223 1.694
O 3.793 2.661 1.226
C -0.535 -0.974 2.624
C -2.250 -2.202 1.141
C -1.982 -1.181 2.221
H 0.479 -1.723 0.695
H 1.487 -1.800 2.162
H 0.715 0.461 0.409
H 2.992 0.081 2.321
H 2.917 0.491 0.324
H 1.820 2.902 1.250
H 2.648 2.364 2.770
H -0.314 -1.759 3.345
H -0.434 -0.192 3.420
H -3.263 -2.427 0.737
H -1.673 -1.989 0.209
H -1.754 -3.141 1.543
H -2.454 -0.216 1.857
H -2.556 -1.345 3.038
H -2.599 3.306 -0.148
H -1.858 3.467 1.172
O -1.866 3.650 0.257
H 2.746 -1.742 -0.909
H 2.327 -3.192 -1.023
O 3.007 -2.660 -0.596
H -4.280 0.624 -0.070
H -3.573 0.514 -1.472
O -4.334 0.957 -1.055
H 2.148 0.527 -2.860
H 0.651 -0.164 -1.351
O 1.307 -0.424 -1.972
H 0.828 -2.167 -1.917
H -0.077 -3.382 -2.266
O 0.605 -3.038 -1.584
H -1.616 0.011 -1.571
H -1.562 -1.190 -2.654
O -2.049 -0.667 -1.986
H -1.822 1.350 2.042
H -0.396 1.736 2.088
O -1.238 1.896 2.593
H 1.713 1.725 -3.811
H 3.806 2.619 0.247
O 2.464 1.468 -3.270
H -0.786 2.535 -0.922
H 0.295 2.043 -1.723
O -0.488 1.691 -1.247
H -0.171 -1.302 -4.537
H 0.469 -1.097 -3.059
O -0.315 -1.302 -3.718
*
```



How do the energies compare? Relative to the most stable structure, in kJ/mol: (A) 0.0; (B) 353.1.



(A)
Computed, not measured: C4H12O2Si in the gas phase, with ωB97M-V with the def2-TZVPD basis set.

The frontier orbital gap is 10.229 eV. As for the lowest unoccupied orbital energy: 0.617 eV. For the HOMO energy, the calculation gives -9.61 eV. The SMILES is CC[Si](O)(O)CC.

Geometry as ORCA input:
```
! wB97M-V def2-TZVPD RIJCOSX def2/J DEFGRID3
* xyz 0 1
O 0.038 -1.620 -0.903
O -2.377 -0.370 -0.207
C 1.448 1.197 -1.666
C -0.464 -1.005 2.420
C -0.016 1.057 -1.443
C -0.103 0.049 1.352
Si -0.675 -0.274 -0.314
H 1.073 -1.465 -0.942
H -2.792 -1.021 -0.836
H 1.765 2.123 -2.119
H 1.965 1.199 -0.659
H 1.873 0.298 -2.112
H 0.070 -0.729 3.395
H 0.163 -1.855 2.241
H -1.453 -1.509 2.508
H -0.428 1.984 -1.224
H -0.410 0.703 -2.402
H -0.610 1.008 1.645
H 0.933 0.229 1.267
*
```



(B)
Computed, not measured: a molecular structure, C4H12O2Si, with ωB97M-V with the def2-TZVPD basis set.

The frontier orbital gap is 9.818 eV. As for the lowest unoccupied orbital energy: -0.206 eV. For the HOMO energy, the calculation gives -10.02 eV.

Geometry as ORCA input:
```
! wB97M-V def2-TZVPD RIJCOSX def2/J DEFGRID3
* xyz 0 1
C 3.282 0.016 -0.359
C -2.448 -1.074 -1.163
C -1.851 1.674 0.424
C 2.165 -0.365 0.657
O 1.003 -0.651 -0.091
O -0.353 -0.946 0.876
Si -1.772 -0.282 0.409
H 3.040 1.026 -0.679
H 4.311 0.099 0.078
H 3.437 -0.818 -1.101
H -3.264 -1.687 -1.083
H -2.747 -0.413 -2.002
H -1.768 -1.574 -1.710
H -1.672 2.170 -0.590
H -2.809 1.940 0.869
H -0.935 1.981 0.949
H 1.878 0.523 1.414
H 2.670 -1.115 1.274
H -2.167 -0.505 1.826
*
```



How do the energies compare? Relative to the most stable structure, in kJ/mol: (A) 0.0; (B) 561.1.